[1]
A structure of composition C25H40GeN7O4RuS2, computed with wB97M-V/def2-TZVPD.

```
80
C25H40GeN7O4RuS2 wB97M-V/def2-TZVPD
Ru 0.179 -0.278 -0.194
N -3.741 -7.096 0.799
C -3.554 -5.725 0.953
C -3.958 -5.085 2.128
C -3.800 -3.719 2.271
C -3.254 -2.980 1.232
C -2.857 -3.599 0.050
C -3.006 -4.967 -0.085
S -3.067 -1.241 1.369
O -3.641 -0.685 0.171
O -3.589 -0.823 2.648
N -1.474 -0.918 1.280
C -0.588 -1.516 2.120
N 0.693 -1.182 1.810
C 1.673 -1.751 2.500
C 1.435 -2.625 3.536
C 0.097 -2.898 3.796
N -0.908 -2.366 3.119
H -3.839 -7.629 1.645
H -3.164 -7.547 0.110
H -4.394 -5.671 2.932
H -4.091 -3.210 3.183
H -2.436 -3.004 -0.755
H -2.700 -5.461 -1.003
H 2.681 -1.479 2.203
H 2.242 -3.080 4.094
H -0.181 -3.591 4.587
C 2.576 -3.035 -2.087
Ge 0.681 -3.319 -1.666
C 0.716 -4.272 0.040
C -0.100 -4.519 -3.004
C -0.212 -1.612 -1.603
H 3.127 -3.978 -2.036
H 2.996 -2.344 -1.350
H 2.710 -2.603 -3.084
H 1.226 -5.229 -0.108
H -0.285 -4.457 0.443
H 1.284 -3.687 0.766
H 0.508 -5.422 -3.119
H -0.167 -4.013 -3.972
H -1.110 -4.813 -2.699
H -1.157 -1.488 -2.142
C -3.716 2.481 0.814
N -2.352 2.338 1.349
C -2.071 2.541 2.655
C -0.832 2.377 3.174
C 0.184 1.954 2.274
N -0.090 1.708 1.005
C -1.366 1.814 0.523
O -1.618 1.459 -0.625
N 1.467 1.807 2.652
H -4.287 3.095 1.506
H -4.178 1.508 0.688
H -3.659 2.967 -0.156
H -2.908 2.848 3.270
H -0.643 2.543 4.226
H 1.684 1.754 3.631
H 2.054 1.303 1.998
C 2.589 4.834 -0.675
C 3.436 4.084 -1.709
C 3.710 2.622 -1.341
S 2.195 1.643 -1.210
O 2.478 0.585 -0.126
C 2.304 0.760 -2.779
C 1.727 1.535 -3.969
C 0.273 1.988 -3.800
H 2.412 5.864 -0.990
H 3.096 4.861 0.296
H 1.615 4.358 -0.527
H 4.401 4.584 -1.816
H 2.955 4.131 -2.691
H 4.145 2.541 -0.340
H 4.374 2.129 -2.055
H 1.724 -0.141 -2.590
H 3.352 0.492 -2.924
H 1.800 0.870 -4.831
H 2.369 2.394 -4.191
H -0.343 1.191 -3.384
H -0.154 2.278 -4.763
H 0.184 2.843 -3.124
```

Computed properties:
Energy relative to the best compared isomer or geometry (same formula, charge and spin) ... 1.689 eV
HOMO energy (alpha / beta) ... -6.3 / -6.8 eV
Total energy ... -4628.9804 Eh
E_LUMO (alpha / beta) ... 0.41 / 0.39 eV
2S+1 ... 2
Largest force on an atom ... 2.0 eV/A



[2]
A structure of composition C25H40N7O2SSe2Zr, computed with wB97M-V/def2-TZVPD.

```
78
C25H40N7O2SSe2Zr wB97M-V/def2-TZVPD
Zr -1.064 0.945 1.012
C -2.100 3.230 0.952
C -2.343 2.641 -0.301
C -3.197 1.531 -0.109
C -3.516 1.459 1.267
C -2.828 2.500 1.924
H -1.488 4.102 1.125
H -1.928 2.973 -1.238
H -3.594 0.904 -0.890
H -4.211 0.766 1.719
H -2.885 2.730 2.977
N -2.393 -4.308 -0.286
C -1.622 -3.748 0.885
C -0.220 -3.359 0.407
C 0.465 -2.345 1.344
N 0.403 -0.951 0.803
C -0.149 -2.393 2.731
C -1.633 -2.028 2.718
N -1.795 -0.547 2.773
C -2.367 -2.557 1.471
H -1.916 -5.117 -0.690
H -2.479 -3.576 -1.029
H -3.331 -4.613 -0.015
H -1.573 -4.555 1.617
H -0.266 -2.937 -0.601
H 0.402 -4.253 0.343
H 1.517 -2.622 1.409
H 0.629 -0.992 -0.203
H 1.205 -0.452 1.193
H 0.388 -1.733 3.418
H -0.026 -3.398 3.139
H -2.095 -2.453 3.610
H -1.278 -0.206 3.584
H -2.768 -0.338 2.987
H -2.409 -1.773 0.706
H -3.398 -2.816 1.722
N 6.485 1.758 -2.300
C 5.221 1.892 -1.870
C 4.356 2.837 -2.465
C 3.072 2.989 -2.018
C 2.602 2.184 -0.969
C 3.444 1.239 -0.369
C 4.732 1.096 -0.806
S 0.992 2.399 -0.467
O 0.511 3.696 -0.815
O 0.084 1.261 -0.924
N 0.812 1.985 1.083
C 0.809 2.642 2.292
N 1.571 3.650 2.630
C 1.392 4.109 3.872
C 0.459 3.560 4.749
C -0.307 2.514 4.283
N -0.135 2.034 3.043
H 6.854 2.355 -3.020
H 7.128 1.133 -1.848
H 4.724 3.464 -3.267
H 2.428 3.737 -2.460
H 3.100 0.647 0.470
H 5.395 0.390 -0.323
H 2.015 4.944 4.167
H 0.332 3.945 5.750
H -1.070 2.054 4.901
C -3.841 -0.860 -2.981
Se -2.180 -1.431 -2.134
C -1.085 -1.606 -3.759
C 0.101 -0.666 -3.789
Se 1.535 -1.150 -2.567
C 2.141 -2.751 -3.492
H -4.128 -1.590 -3.732
H -3.698 0.120 -3.429
H -4.611 -0.812 -2.215
H -1.773 -1.401 -4.580
H -0.780 -2.647 -3.837
H -0.184 0.353 -3.530
H 0.532 -0.654 -4.791
H 2.461 -2.480 -4.495
H 1.369 -3.514 -3.533
H 2.996 -3.133 -2.939
```

Computed properties:
Energy relative to the best compared isomer or geometry (same formula, charge and spin) ... 0.447 eV
HOMO energy ... -15.0 eV
Net charge ... +3
Total energy ... -6757.7509 Eh
E_LUMO ... -8.45 eV
Largest force on an atom ... 0.2 eV/A



[3]
A structure of composition C25H40O21, computed with wB97M-V/def2-TZVPD.

```
86
C25H40O21 wB97M-V/def2-TZVPD
C -0.337 -1.591 -0.292
C -1.268 -1.032 0.815
O -0.429 -0.102 1.483
C 0.719 0.066 0.869
O 1.612 0.798 1.254
O 0.727 -0.691 -0.251
H -0.852 -1.517 -1.250
H 0.037 -2.601 -0.127
H -1.405 -1.815 1.561
H -2.175 -0.701 0.310
C 1.813 2.425 2.969
C 2.994 1.553 2.782
O 2.788 0.527 3.834
C 1.541 0.446 4.139
O 1.055 -0.467 4.799
O 0.936 1.449 3.511
H 1.511 2.720 1.965
H 2.127 3.320 3.505
H 3.973 1.990 2.979
H 3.016 1.044 1.819
C 2.350 -2.795 4.013
C 2.602 -1.533 3.332
O 1.565 -1.335 2.376
C 0.620 -2.248 2.613
O -0.375 -2.498 1.984
O 0.997 -3.037 3.592
H 2.314 -2.550 5.074
H 2.989 -3.560 3.571
H 3.546 -1.599 2.792
H 2.849 -0.740 4.038
C 4.049 -1.617 -1.197
C 2.549 -1.972 -1.539
C 2.100 -1.054 -2.682
O 1.519 -1.969 -3.599
C 1.646 -3.163 -3.201
O 1.185 -4.241 -3.770
O 2.500 -3.226 -2.155
H 4.156 -0.572 -0.907
H 4.808 -1.825 -1.951
H 4.425 -2.168 -0.334
H 1.954 -1.797 -0.643
H 2.893 -0.471 -3.149
H 1.284 -0.442 -2.298
C -0.600 1.144 -1.450
C -0.231 2.332 -0.575
C -1.021 3.547 -0.824
O -1.687 3.851 0.340
C -1.312 2.947 1.369
O -1.629 3.027 2.539
O -0.537 1.991 0.779
H -0.385 1.388 -2.490
H -1.624 0.781 -1.369
H 0.095 0.319 -1.295
H 0.836 2.416 -0.779
H -1.834 3.456 -1.543
H -0.414 4.387 -1.161
C -0.009 -0.633 -2.978
C -0.679 0.487 -3.738
O -1.559 0.042 -4.725
C -1.905 0.885 -5.742
O -1.348 1.957 -6.036
O -3.005 0.322 -6.242
C -3.792 1.103 -7.152
H 0.534 -1.289 -3.658
H -0.699 -1.227 -2.379
H 0.630 -0.264 -2.175
H 0.072 1.091 -4.246
H -1.146 1.114 -2.978
H -3.119 1.297 -7.987
H -4.032 2.023 -6.619
H -4.722 0.658 -7.505
C -3.279 1.019 0.493
C -3.607 1.045 2.016
O -2.725 0.134 2.672
C -2.741 -0.066 4.083
O -3.647 0.364 4.747
O -1.833 -0.979 4.554
C -0.786 -1.429 3.705
H -2.301 1.391 0.189
H -3.959 1.708 -0.009
H -3.321 -0.043 0.251
H -4.604 0.650 2.211
H -3.541 2.048 2.437
H -0.321 -0.528 3.305
H -1.103 -2.120 2.924
H -0.018 -1.757 4.405
```

Computed properties:
Energy relative to the best compared isomer or geometry (same formula, charge and spin) ... 33.138 eV
HOMO energy ... -8.9 eV
Total energy ... -2555.5157 Eh
E_LUMO ... -0.02 eV
Largest force on an atom ... 12.1 eV/A



> Which value of energy relative to the best compared isomer or geometry (same formula, charge and spin) does entry 2 give?

0.447 eV



> Which value of energy relative to the best compared isomer or geometry (same formula, charge and spin) does entry 1 give?

1.689 eV